{"formula": "C15H18N4O2S", "method": "wB97M-V/def2-TZVPD", "symbols": ["C", "C", "C", "C", "S", "C", "N", "N", "C", "C", "C", "C", "C", "C", "C", "N", "C", "C", "O", "C", "O", "N", "H", "H", "H", "H", "H", "H", "H", "H", "H", "H", "H", "H", "H", "H", "H", "H", "H", "H"], "coordinates": [[-0.32262, -0.66725, 5.57557], [0.08600, -1.19310, 4.20577], [0.65285, -2.60769, 4.29691], [0.93702, -3.22078, 2.93581], [2.25409, -2.33420, 2.03182], [1.31911, -1.33294, 0.96116], [0.02439, -1.39886, 0.92961], [-0.64901, -0.60602, 0.11788], [-0.07911, 0.24170, -0.69814], [-1.01935, 1.08476, -1.44595], [-2.21483, 1.37176, -0.77252], [-3.22665, 2.09811, -1.35758], [-3.07238, 2.55205, -2.65934], [-1.90989, 2.28282, -3.34853], [-0.86795, 1.55887, -2.76581], [0.29019, 1.30813, -3.49274], [0.44779, 1.28603, -4.84886], [1.89283, 1.05168, -5.23801], [-0.44617, 1.40750, -5.65504], [1.38502, 0.35144, -0.75308], [2.06809, 1.07272, -1.46218], [2.01306, -0.48471, 0.15347], [-0.71204, 0.34428, 5.49389], [-1.09450, -1.29747, 6.01148], [0.53034, -0.65342, 6.25090], [-0.77645, -1.19419, 3.53659], [0.83873, -0.52746, 3.77660], [-0.07030, -3.25331, 4.80157], [1.56718, -2.59944, 4.89534], [1.29848, -4.24404, 3.03316], [0.06310, -3.18291, 2.28781], [-2.32229, 1.00383, 0.23587], [-4.12982, 2.30933, -0.80604], [-3.85607, 3.12130, -3.13584], [-1.79057, 2.62469, -4.36292], [1.13332, 1.19404, -2.93219], [2.53226, 1.79931, -4.77453], [2.21123, 0.06735, -4.90082], [1.98855, 1.10681, -6.31838], [3.02639, -0.44073, 0.19725]], "forces_ev_per_angstrom": [[0.1, 0.0, -0.2], [0.0, -0.1, 0.3], [-0.1, 0.3, -0.2], [0.2, 0.1, 0.0], [0.2, -0.2, 0.1], [-0.2, 0.1, -0.1], [0.7, -0.8, 0.9], [-0.4, 0.7, -1.0], [0.2, -0.5, 0.3], [-0.4, 0.5, -0.4], [0.1, 0.1, 0.0], [-0.1, 0.0, 0.0], [0.1, -0.1, 0.1], [0.0, 0.1, -0.1], [-0.5, 0.0, 0.3], [0.4, -0.1, 0.2], [0.3, -0.2, 0.0], [-0.1, 0.0, -0.2], [-0.2, 0.1, -0.3], [0.2, -0.1, 0.2], [0.0, 0.1, 0.1], [-0.2, -0.1, 0.1], [0.0, 0.1, 0.1], [-0.1, 0.0, 0.1], [0.1, 0.0, 0.1], [0.0, 0.0, 0.0], [0.0, 0.0, -0.1], [0.0, 0.0, 0.1], [0.0, -0.1, 0.1], [0.0, 0.0, -0.1], [0.0, -0.1, 0.0], [0.0, 0.0, 0.0], [-0.1, 0.0, 0.1], [-0.1, 0.1, -0.1], [0.0, 0.0, 0.0], [-0.2, 0.1, -0.2], [0.1, 0.0, 0.0], [0.1, -0.1, 0.0], [0.0, 0.0, 0.0], [-0.1, 0.1, -0.1]], "mulliken_charge": [-1.482, -0.025, -0.641, -0.660, -0.188, 0.436, -0.440, -0.677, 0.566, 0.907, -0.720, -0.775, -0.585, -0.509, 0.323, -0.070, 0.694, -1.255, -0.623, 0.291, -0.810, -0.051, 0.387, 0.357, 0.342, 0.301, 0.225, 0.348, 0.300, 0.471, 0.362, 0.465, 0.378, 0.398, 0.423, 0.293, 0.324, 0.311, 0.341, 0.266], "e_tot_ev": -36738.161, "smiles": "CCCCSc1nnc(-c2ccccc2NC(C)=O)c(=O)[nH]1", "homo_ev": -8.249, "largest_force_ha_per_bohr": 0.027, "charge": 0, "spin_multiplicity": 1, "e_above_lowest_ev": 1.670}

***

{"formula": "CH3F3N2O", "method": "wB97M-V/def2-TZVPD", "symbols": ["F", "N", "N", "F", "C", "O", "H", "H", "F", "H"], "coordinates": [[1.70250, -1.08671, -0.46541], [1.45284, -0.47486, -1.64415], [1.68444, 0.62022, -1.90803], [2.24846, 1.56091, -0.96592], [-0.63190, 0.01944, 1.78864], [-1.07389, -0.04742, 0.68796], [-0.25780, -0.93417, 2.37780], [-0.63893, 0.88707, 2.39410], [-2.48239, -0.38135, -1.52179], [-2.00332, -0.16314, -0.74318]], "forces_ev_per_angstrom": [[0.5, 0.7, 1.2], [-1.2, -4.4, -0.3], [0.9, 5.1, -1.1], [-0.2, -1.3, 0.2], [0.4, -3.0, 1.5], [0.0, 0.1, -0.7], [-0.4, 1.4, -1.2], [0.1, 1.6, 0.5], [0.1, 0.1, 0.2], [-0.2, -0.2, -0.4]], "mulliken_charge": [-0.103, 0.172, 0.118, -0.186, -0.094, -0.408, 0.196, 0.268, -0.440, 0.478], "e_tot_ev": -14260.038, "smiles": "F/N=N\\F.C=O.F", "homo_ev": -11.287, "largest_force_ha_per_bohr": 0.103, "charge": 0, "spin_multiplicity": 1, "e_above_lowest_ev": 2.962}

***

{"formula": "C39H45AsGeN3O2OsSi2", "method": "wB97M-V/def2-TZVPD", "symbols": ["Os", "C", "O", "C", "C", "C", "C", "C", "C", "N", "N", "C", "C", "C", "C", "O", "C", "N", "C", "C", "C", "C", "H", "H", "H", "H", "H", "H", "H", "H", "H", "H", "H", "H", "C", "Si", "C", "C", "As", "Si", "C", "C", "C", "H", "H", "H", "H", "H", "H", "H", "H", "H", "H", "H", "H", "H", "H", "H", "H", "H", "H", "C", "Ge", "C", "C", "C", "C", "C", "C", "C", "C", "C", "C", "C", "C", "C", "C", "C", "C", "H", "H", "H", "H", "H", "H", "H", "H", "H", "H", "H", "H", "H", "H", "H"], "coordinates": [[0.07056, -0.31944, 0.41984], [-6.68918, 8.36033, 1.71199], [-6.25912, 7.00958, 1.94701], [-5.06423, 6.78890, 2.46105], [-4.13863, 7.79612, 2.77499], [-2.92954, 7.44202, 3.32300], [-2.61235, 6.09398, 3.54178], [-3.55211, 5.08249, 3.24174], [-4.75520, 5.42876, 2.70376], [-1.37924, 5.86359, 4.11655], [-0.88270, 4.78379, 4.35839], [-0.76626, 3.55026, 3.82046], [-0.72661, 2.45627, 4.70369], [-0.58113, 1.16025, 4.25800], [-0.39404, 0.91689, 2.89718], [-0.24512, -0.27808, 2.39781], [-0.35201, 2.03110, 1.98993], [-0.13081, 1.69778, 0.68523], [-0.09356, 2.65538, -0.22251], [-0.24551, 4.00476, 0.12373], [-0.45776, 4.35792, 1.43048], [-0.53632, 3.35004, 2.40934], [-7.69422, 8.27857, 1.31551], [-6.04044, 8.84413, 0.98223], [-6.70382, 8.92143, 2.64574], [-4.37128, 8.83650, 2.60688], [-2.20007, 8.19358, 3.59670], [-3.33528, 4.04424, 3.45638], [-5.50913, 4.68925, 2.47061], [-0.84422, 2.65783, 5.76063], [-0.59523, 0.32723, 4.94710], [0.05305, 2.33885, -1.24722], [-0.18973, 4.75615, -0.65166], [-0.55637, 5.40084, 1.69822], [5.06395, 0.82830, -1.61460], [3.33146, 1.45232, -1.85866], [2.76533, 1.28599, -3.61679], [3.10363, 3.16686, -1.18286], [2.12114, -0.17553, -0.55716], [2.12142, -2.51344, -0.67501], [3.61347, -3.27670, 0.12098], [0.66247, -2.73033, 0.50160], [1.88049, -3.12043, -2.40754], [5.75866, 1.42980, -2.20737], [5.16637, -0.20796, -1.94363], [5.37318, 0.88890, -0.57009], [3.44572, 1.87661, -4.23842], [1.75412, 1.66768, -3.77116], [2.80718, 0.25272, -3.96634], [3.87301, 3.79465, -1.64287], [3.24044, 3.21514, -0.10190], [2.13736, 3.59816, -1.44098], [3.78550, -2.86952, 1.11827], [4.51522, -3.11853, -0.47364], [3.46778, -4.35730, 0.21200], [0.96144, -2.76606, 1.54778], [0.22256, -3.70452, 0.24677], [-0.31075, -2.16488, 0.38720], [2.80620, -2.98238, -2.97165], [1.07019, -2.61505, -2.93021], [1.66144, -4.19085, -2.38391], [-2.97585, 1.24426, -0.57861], [-1.86207, -0.25765, -1.20086], [-1.60370, -0.07160, -3.11496], [-0.35151, -0.10818, -3.72266], [-0.23300, 0.01018, -5.10110], [-1.36923, 0.16368, -5.88290], [-2.62308, 0.20288, -5.28715], [-2.74093, 0.08684, -3.90918], [-2.69218, -1.88048, -0.49846], [-3.45489, -1.72850, 0.63812], [-3.97208, -2.83801, 1.34248], [-3.69210, -4.09973, 0.91354], [-2.90412, -4.31598, -0.24771], [-2.61170, -5.62785, -0.69072], [-1.86076, -5.83563, -1.81218], [-1.37742, -4.73313, -2.54546], [-1.64163, -3.45445, -2.13680], [-2.40655, -3.20362, -0.97266], [-4.00738, 1.08334, -0.89591], [-2.62964, 2.18073, -1.01395], [-2.96906, 1.33553, 0.50910], [0.53291, -0.23460, -3.10779], [0.74302, -0.02175, -5.57019], [-1.27791, 0.25068, -6.95754], [-3.50975, 0.31964, -5.89640], [-3.72813, 0.10973, -3.46019], [-3.68182, -0.73594, 1.01235], [-4.58180, -2.67903, 2.22197], [-4.07193, -4.96041, 1.45081], [-3.00406, -6.46661, -0.12860], [-1.65010, -6.84176, -2.14957], [-0.80692, -4.90325, -3.44994], [-1.28921, -2.62300, -2.73015]], "forces_ev_per_angstrom": [[0.0, 0.2, 0.1], [0.0, 0.0, 0.0], [0.0, 0.0, 0.0], [0.0, 0.0, 0.0], [0.0, 0.0, 0.0], [0.0, 0.0, 0.0], [0.0, 0.0, 0.0], [0.0, 0.0, 0.0], [0.0, 0.0, 0.0], [-0.1, 0.0, 0.0], [0.1, 0.0, -0.1], [-0.1, 0.0, 0.0], [0.0, 0.0, 0.0], [0.0, 0.0, 0.0], [0.0, 0.0, -0.1], [0.0, 0.1, 0.0], [0.0, -0.1, 0.1], [0.0, 0.0, 0.1], [0.0, 0.0, 0.1], [0.0, 0.0, 0.0], [0.0, 0.0, 0.0], [0.0, 0.0, 0.1], [0.0, 0.0, 0.0], [0.0, 0.0, 0.0], [0.0, 0.0, 0.0], [0.0, 0.0, 0.0], [0.0, 0.0, 0.0], [0.0, 0.0, 0.0], [0.0, 0.0, 0.0], [0.0, 0.0, 0.0], [0.0, 0.0, 0.0], [0.0, 0.0, 0.0], [0.0, 0.0, 0.0], [0.0, 0.0, 0.0], [0.0, 0.0, 0.0], [0.3, 0.0, 0.1], [-0.1, 0.1, 0.0], [0.0, 0.0, 0.0], [-0.4, 0.0, -0.5], [0.3, -0.1, 0.2], [0.0, 0.0, 0.0], [0.1, -0.2, 0.0], [0.0, 0.0, 0.0], [0.0, 0.0, 0.0], [0.0, 0.0, 0.0], [0.0, 0.0, 0.0], [0.0, 0.0, 0.0], [0.1, 0.0, 0.0], [0.0, 0.0, 0.0], [0.0, 0.0, 0.0], [0.0, 0.0, 0.0], [0.0, 0.0, 0.0], [0.0, 0.0, 0.0], [0.0, 0.0, 0.0], [0.0, 0.0, 0.0], [0.0, 0.0, 0.0], [-0.1, 0.1, 0.0], [-0.1, -0.1, -0.1], [0.0, 0.0, 0.0], [0.0, 0.0, 0.0], [0.0, 0.0, 0.0], [0.0, 0.0, 0.0], [0.1, 0.2, 0.1], [0.1, -0.1, 0.0], [-0.1, 0.0, 0.0], [0.0, 0.0, 0.0], [0.0, 0.0, 0.0], [0.0, 0.0, 0.0], [0.0, 0.0, 0.0], [0.1, -0.1, 0.0], [0.0, 0.0, 0.0], [0.0, 0.0, 0.0], [0.0, 0.0, 0.0], [0.0, 0.0, 0.0], [0.0, 0.0, 0.0], [0.0, 0.0, 0.0], [0.0, 0.0, 0.0], [0.0, 0.0, 0.0], [-0.1, 0.0, 0.1], [0.0, 0.0, 0.0], [0.0, 0.0, 0.0], [0.0, 0.0, 0.0], [0.0, 0.0, 0.0], [0.0, 0.0, 0.0], [0.0, 0.0, 0.0], [0.0, 0.0, 0.0], [0.0, 0.0, 0.0], [0.0, 0.0, 0.0], [0.0, 0.0, 0.0], [0.0, 0.0, 0.0], [0.0, 0.0, 0.0], [0.0, 0.0, 0.0], [0.0, 0.0, 0.0], [0.0, 0.1, 0.0]], "lowdin_spin": [0.005, 0.000, 0.010, 0.013, 0.001, 0.011, 0.037, 0.010, 0.003, 0.161, 0.317, 0.058, 0.079, 0.001, 0.105, 0.092, 0.022, 0.020, -0.014, 0.021, -0.009, 0.035, 0.000, 0.000, 0.000, 0.000, 0.001, 0.000, 0.000, 0.002, -0.002, -0.001, 0.001, -0.001, 0.000, -0.001, 0.000, 0.000, 0.001, 0.002, 0.001, 0.002, 0.000, 0.000, 0.000, 0.000, 0.000, 0.000, 0.000, 0.000, 0.000, 0.000, 0.000, 0.000, 0.000, 0.000, 0.000, 0.001, 0.000, 0.000, 0.000, 0.001, 0.004, 0.000, 0.000, 0.000, 0.000, 0.000, 0.000, 0.003, 0.003, 0.000, 0.003, 0.000, 0.000, 0.000, 0.000, 0.000, 0.000, 0.000, 0.000, 0.000, 0.000, 0.000, 0.000, 0.000, 0.000, 0.000, 0.000, 0.000, 0.000, 0.000, 0.000, 0.000], "e_tot_ev": -185301.798, "homo_ev": [-12.310, -12.333], "largest_force_ha_per_bohr": 0.012, "charge": 2, "spin_multiplicity": 2, "e_above_lowest_ev": 0.000}

***

{"formula": "C3H34N2O15", "method": "wB97M-V/def2-TZVPD", "symbols": ["C", "C", "O", "N", "C", "N", "O", "H", "H", "H", "H", "H", "H", "H", "H", "H", "H", "O", "H", "H", "O", "H", "H", "O", "H", "H", "O", "H", "H", "O", "H", "H", "O", "H", "H", "O", "H", "H", "O", "H", "H", "O", "H", "H", "O", "H", "H", "O", "H", "H", "O", "H", "H", "O"], "coordinates": [[-0.43989, 1.20794, 0.54150], [-0.98280, 0.86624, 1.92244], [-1.47398, -0.45943, 2.04614], [0.80220, 0.56199, 0.31986], [1.72178, 0.87913, -0.71728], [1.45307, 1.96784, -1.36722], [2.71956, 0.19433, -0.85917], [-1.10803, 0.88956, -0.25727], [-0.32274, 2.28998, 0.43239], [-0.21283, 1.02460, 2.65954], [-1.79741, 1.50694, 2.13252], [-0.74443, -1.06946, 1.77000], [0.95335, -0.39985, 0.77534], [0.45460, 2.31987, -1.46972], [2.10958, 2.20293, -2.08157], [1.48278, -2.21301, 1.59940], [0.44438, -2.58622, 0.40141], [0.52594, -2.15034, 1.31927], [3.90991, 0.22841, 2.10559], [3.72312, -0.26721, 0.65715], [4.11353, -0.50290, 1.48056], [-2.53953, -1.58203, -1.47539], [-1.19680, -2.22093, -2.09119], [-2.04793, -1.78927, -2.36583], [0.14894, -4.02503, -1.42165], [1.10058, -2.86015, -1.61389], [0.21700, -3.11500, -1.29055], [-2.00892, 4.42225, -2.06960], [-0.57396, 4.99373, -1.68562], [-1.49481, 5.25301, -1.83739], [-2.67031, -0.86613, 0.77649], [-3.92670, -1.61041, 0.46945], [-3.36879, -1.00771, 0.07506], [2.00287, -1.33402, 3.79272], [0.60707, -0.70277, 4.24814], [1.58890, -0.61794, 4.34793], [2.72660, -1.57503, -1.41424], [3.01877, -2.44441, -2.80858], [2.69761, -2.51123, -1.82340], [3.22846, -1.67101, 2.01470], [3.08413, -3.17961, 2.51822], [2.63043, -2.33260, 2.44505], [-5.06761, 1.44133, -1.07295], [-3.95690, 0.63706, -0.36097], [-4.22304, 1.54444, -0.62990], [2.39537, 1.73522, 2.61526], [2.57194, 0.74177, 3.74814], [3.03220, 1.41909, 3.18164], [-2.38725, -0.42245, -3.46033], [-2.35262, 0.14178, -4.97847], [-2.58240, 0.38141, -4.02974], [-3.07966, 2.25832, -1.70897], [-2.49662, 1.87387, -3.12924], [-2.40873, 2.53310, -2.37579]], "forces_ev_per_angstrom": [[0.4, 0.4, 0.8], [-0.1, -1.1, -0.1], [0.6, 0.1, -0.8], [-0.2, -1.4, 0.2], [0.8, -0.5, 0.6], [-2.7, 1.8, -1.0], [-0.2, -0.4, 0.2], [-0.6, -0.2, -0.5], [0.0, 0.0, -0.1], [0.4, 0.3, 0.3], [-0.8, 0.8, 0.2], [-0.3, -0.3, 0.5], [-0.2, 0.4, -0.2], [1.8, -0.4, 0.0], [0.2, 0.3, -0.6], [-0.3, -0.7, 0.5], [-0.1, 0.4, 1.3], [-0.7, 0.6, -2.5], [0.2, 0.1, -0.1], [-0.2, 0.5, -1.2], [0.3, -0.3, 1.2], [1.1, -0.6, -2.2], [-1.0, 0.4, -0.3], [-0.3, 0.3, 2.5], [-0.3, -2.5, -0.3], [0.6, -0.1, -0.3], [-0.3, 2.4, 0.7], [1.0, 1.0, 0.2], [-0.5, 0.0, -0.2], [-0.5, -1.1, -0.1], [-0.6, 0.0, -0.5], [-2.3, -2.2, 1.2], [2.9, 2.1, -0.5], [-0.7, 0.4, 0.7], [1.3, -0.1, 0.2], [-0.8, -0.5, -0.8], [0.4, -1.9, -1.3], [-0.8, 0.1, 2.9], [0.8, 2.0, -1.8], [1.0, 0.1, 0.1], [0.1, 0.1, 0.0], [0.5, -0.4, 0.5], [-0.2, 0.1, -0.1], [-0.4, 0.4, -0.2], [0.3, -0.4, 0.4], [-2.3, 1.4, -1.8], [0.1, 0.6, -0.2], [2.1, -1.9, 2.1], [-0.1, 0.7, -0.8], [-0.5, 0.4, 1.9], [0.6, -1.2, -1.2], [0.1, 0.1, -0.4], [0.1, 0.7, 0.9], [0.3, -0.7, -0.2]], "lowdin_spin": [0.106, 0.016, 0.002, 0.622, 0.038, 0.031, 0.078, 0.054, 0.018, 0.000, 0.001, 0.000, 0.007, 0.001, 0.001, 0.000, 0.000, 0.003, 0.000, 0.000, 0.001, 0.000, 0.000, 0.000, 0.000, 0.000, 0.000, 0.000, 0.000, 0.000, 0.001, 0.000, 0.001, 0.000, 0.000, 0.001, 0.000, 0.000, 0.002, 0.000, 0.000, 0.000, 0.000, 0.000, 0.000, 0.001, 0.000, 0.004, 0.000, 0.000, 0.000, 0.000, 0.000, 0.011], "e_tot_ev": -37349.252, "homo_ev": [-13.066, -13.064], "largest_force_ha_per_bohr": 0.070, "charge": 1, "spin_multiplicity": 2}

***

{"formula": "C4HBrS", "method": "wB97M-V/def2-TZVPD", "symbols": ["C", "C", "C", "C", "S", "Br", "H"], "coordinates": [[-1.22289, -2.68252, 0.14297], [-0.07647, -3.13197, -0.08285], [-0.31861, -0.27644, -0.00963], [-1.58091, -0.49375, 0.01714], [0.89540, -1.73443, -0.02829], [-3.30819, 0.01167, -0.01183], [0.28203, 0.60696, -0.00464]], "forces_ev_per_angstrom": [[-0.9, 2.5, -0.1], [0.1, -0.4, 0.0], [1.8, -1.3, 0.2], [-0.3, -2.6, -0.1], [-0.5, 1.1, 0.0], [0.2, 0.1, 0.1], [-0.3, 0.7, 0.0]], "mulliken_charge": [-0.144, -0.192, -0.025, -0.059, 0.010, 0.045, 0.365], "e_tot_ev": -85033.727, "homo_ev": [-8.652, -8.653], "largest_force_ha_per_bohr": 0.052, "charge": 0, "spin_multiplicity": 1, "e_above_lowest_ev": 3.198}

***

{"formula": "C2ClFN2O", "method": "wB97M-V/def2-TZVPD", "symbols": ["F", "C", "N", "O", "N", "C", "Cl"], "coordinates": [[0.12463, 2.02300, -0.02494], [0.31014, 0.73403, -0.01810], [1.48685, 0.18011, 0.07771], [1.23712, -1.17654, -0.05357], [-0.12205, -1.43589, 0.00497], [-0.67146, -0.24065, 0.01019], [-2.36522, -0.08407, 0.00374]], "forces_ev_per_angstrom": [[0.0, 0.3, 0.1], [1.7, 0.0, 0.7], [-0.6, -0.4, -1.2], [-0.8, 0.8, 1.1], [0.7, 1.4, -0.5], [-1.2, -2.4, -0.3], [0.1, 0.2, 0.0]], "mulliken_charge": [-0.235, 0.458, -0.256, -0.016, -0.255, 0.432, -0.128], "e_tot_ev": -22338.435, "smiles": "Fc1nonc1Cl", "homo_ev": -11.190, "largest_force_ha_per_bohr": 0.052, "charge": 0, "spin_multiplicity": 1, "e_above_lowest_ev": 1.610}